Here is a structure of composition C22H22GaNPS6Sb at a distorted geometry from the OMol25 dataset. Energies are from ωB97M-V with the def2-TZVPD basis set.

Structure (XYZ):
```
54
Properties=species:S:1:pos:R:3
C -3.207 -2.262 0.817
H 0.014 2.320 -4.332
P -0.286 0.428 0.789
S 0.275 -3.220 -0.755
H 4.298 -0.447 2.338
S -0.401 -0.147 -3.237
C 1.032 0.495 2.074
H 0.026 2.960 -0.289
S -0.623 -3.854 -4.039
C -1.347 -1.462 2.673
H -0.123 1.410 3.595
H 0.019 1.526 -5.923
Ga 0.449 -2.249 -2.790
H 3.317 -1.043 0.198
C -2.259 -2.472 2.980
C -2.419 4.418 1.538
C 0.612 1.695 -5.018
H 1.739 1.412 5.287
C 3.111 0.468 3.950
H 4.010 0.876 -4.670
H -2.315 -0.893 -0.510
C -3.187 -2.863 2.047
C 3.264 0.234 -5.195
H 1.498 2.246 -5.282
C -1.364 4.307 0.647
H 2.885 0.752 -6.085
C -2.841 3.325 2.273
Sb -0.856 -5.015 -1.901
H -3.801 -3.709 2.229
H -0.594 -1.178 3.367
C -2.324 -1.261 0.500
H -2.932 5.376 1.636
H 3.827 -0.624 -5.531
C 0.856 1.007 3.339
C 2.119 -0.198 -4.323
C 0.937 0.421 -4.256
H -1.006 5.168 0.090
S 2.571 -1.544 -3.233
N 2.525 -0.460 0.423
C -1.386 -0.839 1.421
C 3.326 -0.044 2.670
H -2.172 -2.957 3.946
C -0.764 3.090 0.465
H -2.627 1.224 2.612
C 1.883 0.993 4.288
H 1.697 -0.589 -0.137
H -3.842 -2.632 0.030
C 2.307 -0.004 1.699
S 0.272 -6.981 -1.890
C -2.237 2.076 2.071
C -1.195 1.951 1.153
H -3.668 3.454 2.954
H 3.946 0.451 4.624
S -3.037 -5.139 -1.322
```

Net charge: -2
E_tot in Ha: -5802.0628
Energy relative to the best compared isomer or geometry (same formula, charge and spin) in kcal per mole: 0.0
Gap between HOMO and LUMO in hartree: 0.22357
Lowest unoccupied orbital energy in eV: 4.12